DFT (ωB97M-V/def2-TZVPD) results for a molecular structure, C24H31CsN6O2S2.

Atoms and positions in Å:
Cs (0.16, 1.15, -0.56)
O (-2.66, 4.81, -2.28)
C (-2.17, 3.78, -1.76)
N (-0.93, 3.60, -1.35)
C (-0.14, 4.77, -1.62)
C (1.31, 4.73, -1.23)
C (2.11, 5.82, -1.63)
C (3.43, 5.88, -1.26)
C (3.95, 4.86, -0.48)
C (3.11, 3.82, -0.15)
N (1.82, 3.74, -0.50)
C (-3.16, 2.63, -1.57)
C (-4.48, 2.99, -1.29)
C (-5.45, 2.01, -1.21)
C (-5.08, 0.69, -1.45)
C (-3.76, 0.43, -1.72)
N (-2.80, 1.36, -1.76)
H (-0.57, 5.66, -1.12)
H (-0.18, 5.04, -2.68)
H (1.66, 6.59, -2.24)
H (4.05, 6.72, -1.56)
H (4.98, 4.87, -0.15)
H (3.49, 3.00, 0.46)
H (-4.71, 4.04, -1.18)
H (-6.48, 2.27, -0.99)
H (-5.81, -0.11, -1.44)
H (-3.44, -0.58, -1.96)
C (2.44, -4.70, 5.60)
O (2.43, -3.61, 4.67)
C (1.41, -3.43, 3.84)
S (0.10, -4.56, 4.00)
S (1.45, -2.17, 2.79)
H (3.39, -4.62, 6.13)
H (2.39, -5.65, 5.07)
H (1.61, -4.62, 6.30)
N (-2.24, -3.94, 1.71)
C (-3.00, -2.71, 1.94)
C (-2.12, -1.52, 1.57)
N (-1.60, -1.60, 0.20)
C (-0.97, -2.89, -0.07)
C (-1.86, -4.07, 0.30)
H (-2.81, -4.74, 1.98)
H (-0.71, -4.05, 3.01)
H (-3.29, -2.65, 2.99)
H (-3.92, -2.69, 1.33)
H (-1.27, -1.49, 2.25)
H (-2.69, -0.59, 1.68)
H (-2.35, -1.43, -0.45)
H (-0.06, -2.95, 0.52)
H (-0.70, -2.94, -1.12)
H (-1.32, -5.01, 0.17)
H (-2.74, -4.09, -0.35)
N (3.26, -0.14, 0.63)
C (3.07, -0.58, -0.68)
C (2.51, -1.84, -0.92)
C (2.19, -2.22, -2.21)
C (2.42, -1.37, -3.29)
C (2.99, -0.13, -3.05)
C (3.32, 0.26, -1.76)
H (3.94, 0.59, 0.75)
H (3.33, -0.85, 1.35)
H (2.31, -2.50, -0.09)
H (1.75, -3.20, -2.38)
H (2.16, -1.68, -4.29)
H (3.18, 0.55, -3.87)
H (3.75, 1.24, -1.58)

gap between HOMO and LUMO = 7.11 eV
HOMO = -7.1 eV

In the Löwdin picture, each atom carries the following charge in e: number 1, Cs, carries 1.006; number 2, O, carries -0.033; number 3, C, carries -0.576; number 4, N, carries -0.147; number 5, C, carries -0.232; number 6, C, carries -0.261; number 7, C, carries -0.028; number 8, C, carries -0.072; number 9, C, carries -0.080; number 10, C, carries -0.170; number 11, N, carries 0.027; number 12, C, carries -0.198; number 13, C, carries -0.007; number 14, C, carries -0.066; number 15, C, carries -0.080; number 16, C, carries -0.178; number 17, N, carries 0.054; number 18, H, carries 0.131; number 19, H, carries 0.125; number 20, H, carries 0.118; number 21, H, carries 0.106; number 22, H, carries 0.099; number 23, H, carries 0.089; number 24, H, carries 0.115; number 25, H, carries 0.105; number 26, H, carries 0.098; number 27, H, carries 0.092; number 28, C, carries -0.104; number 29, O, carries -0.207; number 30, C, carries -1.206; number 31, S, carries 0.828; number 32, S, carries 0.712; number 33, H, carries 0.098; number 34, H, carries 0.082; number 35, H, carries 0.082; number 36, N, carries -0.108; number 37, C, carries -0.204; number 38, C, carries -0.219; number 39, N, carries -0.091; number 40, C, carries -0.222; number 41, C, carries -0.201; number 42, H, carries 0.114; number 43, H, carries -0.123; number 44, H, carries 0.117; number 45, H, carries 0.117; number 46, H, carries 0.070; number 47, H, carries 0.121; number 48, H, carries 0.063; number 49, H, carries 0.062; number 50, H, carries 0.114; number 51, H, carries 0.117; number 52, H, carries 0.117; number 53, N, carries 0.090; number 54, C, carries -0.414; number 55, C, carries -0.066; number 56, C, carries -0.094; number 57, C, carries -0.100; number 58, C, carries -0.092; number 59, C, carries -0.097; number 60, H, carries 0.083; number 61, H, carries 0.028; number 62, H, carries 0.083; number 63, H, carries 0.104; number 64, H, carries 0.100; number 65, H, carries 0.108; number 66, H, carries 0.103

DFT (ωB97M-V/def2-TZVPD) results for a molecular structure, C24H31F2N5RuSSe.

Atoms and positions in Å:
Ru (-0.08, -0.45, -0.05)
N (1.95, -2.27, 1.86)
C (2.53, -1.31, 1.16)
N (1.90, -0.53, 0.27)
C (2.83, 0.29, -0.43)
C (2.56, 1.09, -1.54)
C (3.60, 1.82, -2.09)
C (4.89, 1.76, -1.55)
C (5.16, 0.95, -0.47)
C (4.12, 0.21, 0.07)
S (4.21, -0.97, 1.35)
H (0.99, -2.54, 1.73)
H (2.49, -2.78, 2.55)
H (1.57, 1.13, -1.96)
H (3.41, 2.44, -2.95)
H (5.68, 2.34, -2.00)
H (6.17, 0.88, -0.07)
C (0.40, 4.59, 2.01)
C (1.27, 3.35, 2.13)
N (0.80, 2.33, 1.18)
C (-0.02, 2.53, 0.14)
N (-0.48, 1.46, -0.55)
C (-1.16, 1.72, -1.83)
C (-2.03, 2.96, -1.73)
C (-1.17, 4.13, -1.34)
N (-0.33, 3.79, -0.19)
C (0.27, 4.92, 0.54)
H (0.86, 5.42, 2.54)
H (-0.58, 4.41, 2.44)
H (1.22, 2.93, 3.13)
H (2.31, 3.59, 1.91)
H (1.04, 1.38, 1.40)
H (-1.81, 0.88, -2.06)
H (-0.43, 1.82, -2.64)
H (-2.80, 2.79, -0.98)
H (-2.52, 3.14, -2.68)
H (-1.78, 4.99, -1.06)
H (-0.53, 4.44, -2.18)
H (-0.39, 5.77, 0.39)
H (1.24, 5.16, 0.10)
C (1.02, -6.70, 1.10)
C (0.58, -5.46, 0.38)
C (-0.74, -5.01, 0.46)
C (-1.18, -3.90, -0.23)
C (-2.64, -3.56, -0.24)
C (-0.21, -3.16, -0.98)
Se (-0.79, -1.59, -1.90)
C (1.13, -3.60, -1.09)
C (2.17, -2.92, -1.94)
C (1.48, -4.76, -0.41)
H (0.20, -7.15, 1.66)
H (1.83, -6.48, 1.80)
H (1.39, -7.44, 0.40)
H (-1.46, -5.58, 1.04)
H (-3.21, -4.34, 0.25)
H (-3.01, -3.46, -1.26)
H (-2.86, -2.62, 0.28)
H (1.74, -2.22, -2.65)
H (2.75, -3.66, -2.48)
H (2.88, -2.36, -1.31)
H (2.50, -5.13, -0.51)
F (-0.93, -1.72, 2.15)
C (-1.32, -0.56, 1.52)
F (-1.14, 0.45, 2.40)
H (-2.38, -0.62, 1.25)

gap between HOMO and LUMO (spin up / spin down) = 6.51 / 6.51 eV
HOMO (spin up / spin down) = -14.3 / -14.3 eV
charge = +2

In the natural (NBO) picture, each atom carries the following charge in e: number 1, Ru, carries 0.705; number 2, N, carries -0.740; number 3, C, carries 0.309; number 4, N, carries -0.574; number 5, C, carries 0.179; number 6, C, carries -0.255; number 7, C, carries -0.168; number 8, C, carries -0.184; number 9, C, carries -0.190; number 10, C, carries -0.234; number 11, S, carries 0.478; number 12, H, carries 0.437; number 13, H, carries 0.436; number 14, H, carries 0.223; number 15, H, carries 0.238; number 16, H, carries 0.247; number 17, H, carries 0.250; number 18, C, carries -0.427; number 19, C, carries -0.209; number 20, N, carries -0.573; number 21, C, carries 0.667; number 22, N, carries -0.585; number 23, C, carries -0.228; number 24, C, carries -0.425; number 25, C, carries -0.204; number 26, N, carries -0.392; number 27, C, carries -0.209; number 28, H, carries 0.254; number 29, H, carries 0.225; number 30, H, carries 0.228; number 31, H, carries 0.207; number 32, H, carries 0.396; number 33, H, carries 0.215; number 34, H, carries 0.198; number 35, H, carries 0.223; number 36, H, carries 0.253; number 37, H, carries 0.230; number 38, H, carries 0.209; number 39, H, carries 0.234; number 40, H, carries 0.210; number 41, C, carries -0.648; number 42, C, carries 0.071; number 43, C, carries -0.186; number 44, C, carries -0.022; number 45, C, carries -0.642; number 46, C, carries -0.253; number 47, Se, carries 0.391; number 48, C, carries -0.002; number 49, C, carries -0.651; number 50, C, carries -0.244; number 51, H, carries 0.236; number 52, H, carries 0.235; number 53, H, carries 0.252; number 54, H, carries 0.227; number 55, H, carries 0.248; number 56, H, carries 0.239; number 57, H, carries 0.212; number 58, H, carries 0.231; number 59, H, carries 0.256; number 60, H, carries 0.216; number 61, H, carries 0.231; number 62, F, carries -0.350; number 63, C, carries 0.453; number 64, F, carries -0.319; number 65, H, carries 0.172

Going through the records in order, we get molecular weight values of 632.59; 639.64 g/mol.
Going through the records in order, we get E values of -2228.6780; -4300.6689 a.u..
Going through the records in order, we get relative energy (zero: lowest compared OMol25 entry of this formula, charge and spin) values of 1.362; 0.000 eV.